Below is 6 unconnected molecules or ions with the total composition C29H78BN7O5, with properties calculated with ωB97M-V with the def2-TZVPD basis set.

XYZ file:
```
120
C29H78BN7O5, DFT ωB97M-V with the def2-TZVPD basis set
C -1.33247 2.12733 -0.91698
C -2.75659 1.79000 -1.39262
C -3.35266 0.55530 -0.70047
B -3.21288 0.57533 0.87988
C -3.67661 1.84951 1.67539
C -3.51198 1.83203 3.19989
C -4.08639 3.07634 3.87735
C -3.16740 4.32938 3.84737
N -1.94771 4.16776 3.03554
C -2.63359 -0.71055 1.60611
N -1.39114 -0.37168 2.36159
C -0.34096 -1.37910 2.16945
H -1.36053 2.93869 -0.18661
H -0.69663 2.45917 -1.73977
H -0.84013 1.27962 -0.43760
H -2.75622 1.64060 -2.47399
H -3.39900 2.64815 -1.18504
H -4.42838 0.53512 -0.92309
H -2.91760 -0.35501 -1.12122
H -3.17029 2.72769 1.26043
H -4.74409 1.98931 1.44553
H -2.45977 1.73446 3.45093
H -4.05825 0.96372 3.58430
H -4.31853 2.85532 4.92168
H -5.04138 3.32528 3.40594
H -2.87373 4.56841 4.86976
H -3.75119 5.18751 3.50065
H -1.18970 4.67350 3.47539
H -2.08158 4.61144 2.13340
H -2.39399 -1.49007 0.87672
H -3.38897 -1.16144 2.26763
H -1.62812 -0.38895 3.34447
H -0.58363 -2.32399 2.67256
H -0.19491 -1.56858 1.10741
H 0.60168 -1.01362 2.57865
C -0.82388 -4.51302 4.98333
O 0.45339 -4.54145 4.37658
C 1.24449 -5.67608 4.66862
C 0.95184 -6.90052 3.79588
C -0.33629 -7.63062 4.16267
N 0.92308 -6.57682 2.36764
H -0.80966 -4.97267 5.97603
H -1.57673 -5.01193 4.36749
H -1.11128 -3.46665 5.08851
H 2.27432 -5.36053 4.48224
H 1.16297 -5.93250 5.73298
H 1.78563 -7.59094 3.95558
H -1.21472 -7.09301 3.80424
H -0.35145 -8.61685 3.70013
H -0.42889 -7.75699 5.24293
H 1.82320 -6.19818 2.08443
H 0.26725 -5.81023 2.23536
C -2.84784 8.41452 -3.00799
O -3.60861 7.22404 -2.95034
C -2.86480 6.02460 -3.03585
C -2.27098 5.54701 -1.70748
C -1.04491 6.32046 -1.24134
N -3.27056 5.51885 -0.63452
H -1.99404 8.30720 -3.68427
H -2.48424 8.71642 -2.02245
H -3.49999 9.19978 -3.38865
H -3.57198 5.26814 -3.38638
H -2.07989 6.12079 -3.79816
H -1.93586 4.51968 -1.87108
H -1.29768 7.29507 -0.82091
H -0.53336 5.75392 -0.46234
H -0.33832 6.46847 -2.05962
H -4.02386 4.88583 -0.88809
H -3.70764 6.43562 -0.58960
C 0.36223 -1.11212 -1.81631
O 1.10437 -0.84950 -2.99067
C 2.39439 -0.30769 -2.78839
C 3.48149 -1.34144 -2.47572
C 3.41663 -1.88933 -1.05381
N 3.48593 -2.45669 -3.42574
H 0.58107 -0.37507 -1.03776
H 0.54998 -2.11692 -1.42672
H -0.69439 -1.04160 -2.07614
H 2.64716 0.18866 -3.72937
H 2.36037 0.46359 -2.00569
H 4.43815 -0.82003 -2.58433
H 2.61093 -2.61545 -0.94059
H 4.34663 -2.39988 -0.80647
H 3.25990 -1.08920 -0.32748
H 3.66269 -2.10675 -4.36244
H 2.54539 -2.84049 -3.46196
C 2.06766 3.65330 -2.44868
O 2.06202 4.94980 -1.88427
C 2.53007 5.03473 -0.55216
C 4.05443 5.11729 -0.41209
C 4.77104 3.79267 -0.65333
N 4.64764 6.14536 -1.26962
H 1.85077 2.89124 -1.69289
H 3.02078 3.41886 -2.92975
H 1.28587 3.62348 -3.20808
H 2.09819 5.95664 -0.15328
H 2.12849 4.20089 0.03997
H 4.24603 5.41119 0.62490
H 4.82917 3.55793 -1.71661
H 5.79270 3.84822 -0.27950
H 4.26465 2.96853 -0.14678
H 4.27410 7.05626 -1.02175
H 4.33489 5.98263 -2.22272
C 3.62166 -6.54492 -2.54914
O 2.92325 -6.34800 -1.33535
C 1.60388 -5.86285 -1.46686
C 0.53288 -6.93727 -1.69277
C 0.51323 -7.50897 -3.10659
N 0.61914 -8.03089 -0.72493
H 3.36253 -5.77651 -3.28367
H 3.42734 -7.53238 -2.97635
H 4.68539 -6.46713 -2.32829
H 1.38468 -5.36540 -0.51675
H 1.56204 -5.10011 -2.25764
H -0.42663 -6.43450 -1.52713
H 1.32765 -8.21784 -3.25995
H -0.41894 -8.04648 -3.27730
H 0.59828 -6.72150 -3.85849
H 0.53572 -7.64753 0.21378
H 1.56313 -8.40619 -0.76260
```

## Properties
structure (SMILES)	CCCB(CCCCN)CNC.COC[C@@H](C)N.COC[C@@H](C)N.COC[C@@H](C)N.COC[C@@H](C)N.COC[C@@H](C)N
Kohn-Sham gap	9.028	eV
relative energy (zero: lowest compared OMol25 entry of this formula, charge and spin)	0.0	kJ/mol
lowest unoccupied orbital energy	0.5	eV
E_tot	-1935.9389	a.u.


Below is a molecular structure, C37H35BrN5O3P2S2Sr, with properties calculated with ωB97M-V with the def2-TZVPD basis set.

XYZ file:
```
86
C37H35BrN5O3P2S2Sr, DFT ωB97M-V with the def2-TZVPD basis set
Sr 1.15384 1.31485 0.10801
S 3.33164 -0.81638 0.43505
P 1.64888 -1.70267 -0.29975
C 0.07888 -1.10497 0.01445
P -0.16300 -1.03014 1.70480
S 0.65207 0.46143 2.87660
C -2.00247 -0.91473 1.93632
C -2.57002 -0.76513 3.20297
C -3.94857 -0.66792 3.35767
C -4.78091 -0.71397 2.24056
C -4.22469 -0.86619 0.97858
C -2.84052 -0.96634 0.82813
C 0.16891 -2.58349 2.66020
C 1.27430 -2.70289 3.49832
C 1.55026 -3.91078 4.13695
C 0.73149 -5.01264 3.93249
C -0.36273 -4.90731 3.08201
C -0.63702 -3.70175 2.44882
C 1.82228 -1.64353 -2.14591
C 0.94817 -0.86050 -2.88816
C 1.14685 -0.67952 -4.25788
C 2.21617 -1.28988 -4.89459
C 3.08317 -2.09680 -4.16036
C 2.88920 -2.26600 -2.79739
C 1.79603 -3.54089 -0.08130
C 0.83290 -4.33984 -0.70652
C 0.84221 -5.71790 -0.54980
C 1.81020 -6.31870 0.25311
C 2.76156 -5.53206 0.88357
C 2.75495 -4.14604 0.71310
H -1.91652 -0.72445 4.06795
H -4.37717 -0.56062 4.34873
H -5.85564 -0.63188 2.35859
H -4.86789 -0.91287 0.10541
H -2.37625 -1.10265 -0.14529
H 1.90998 -1.83909 3.64937
H 2.41310 -3.98916 4.78894
H 0.94602 -5.95307 4.42674
H -0.99855 -5.76677 2.90616
H -1.48468 -3.62616 1.77662
H 0.11011 -0.39196 -2.38060
H 0.46315 -0.05585 -4.82185
H 2.38140 -1.13665 -5.95473
H 3.91526 -2.58514 -4.65314
H 3.57690 -2.87560 -2.22273
H 0.07024 -3.86150 -1.31145
H 0.09167 -6.32516 -1.04255
H 1.81573 -7.39480 0.38829
H 3.51146 -5.99213 1.51708
H 3.49820 -3.52158 1.19736
N 2.84300 1.59714 -1.94217
C 3.65558 2.78021 -1.59062
C 2.78722 3.87346 -0.93861
O 3.09456 5.05049 -1.13799
O 1.81777 3.42300 -0.23652
H 3.40956 0.76512 -2.05959
H 2.35118 1.76143 -2.81326
H 4.17236 3.22136 -2.44033
H 4.40128 2.48407 -0.85061
C -3.35942 1.76791 -2.30335
N -2.97590 2.11101 -0.93756
C -3.88558 2.50412 -0.01566
C -3.54309 2.76196 1.25741
C -2.16652 2.57889 1.59713
N -1.26145 2.24242 0.70212
C -1.62853 2.01091 -0.59016
O -0.81310 1.69159 -1.45949
N -1.75065 2.77357 2.86427
H -4.36430 2.14376 -2.48520
H -3.33635 0.68527 -2.44391
H -2.65987 2.22066 -2.99685
H -4.90682 2.58083 -0.36417
H -4.28129 3.04942 1.99158
H -2.45086 2.78129 3.58457
H -0.86626 2.31606 3.08670
Br -0.53445 4.05174 -3.65466
C -0.24838 5.23191 -2.17182
C 0.63483 6.29000 -2.29054
C 0.82758 7.06789 -1.16456
C 0.14969 6.75840 0.00239
C -0.71711 5.68419 -0.00843
N -0.93577 4.93343 -1.09357
H 1.17689 6.46163 -3.20799
H 1.52718 7.89381 -1.19400
H 0.30697 7.32456 0.91187
H -1.26051 5.39623 0.88464
```

## Properties
Kohn-Sham gap	6.527	eV
relative energy (zero: lowest compared OMol25 entry of this formula, charge and spin)	28.1	kJ/mol
lowest unoccupied orbital energy	2.3	eV
total charge	-1
E_tot	-6014.5671	a.u.


no.,largest force on an atom (eV Å⁻¹)
1,0.457
2,1.973